Below is a gas-phase ion, C7H14 (charge -1) in a non-equilibrium geometry, with properties calculated with ωB97M-V/def2-TZVPD.

For the molar mass, the calculation gives 98.19 g/mol. For the energy above the lowest of the compared OMol25 structures with the same formula, charge and spin, the calculation gives 18.1 kcal/mol. The net charge is -1. The HOMO energy (spin up / spin down) comes out at 1.33 / -3.25 eV. Its LUMO energy (spin up / spin down) is 0.151 / 0.144 Eh. For the electronic energy, the calculation gives -274.9989 Eh. As for the multiplicity: 2. The orbital gap (spin up / spin down) comes out at 2.78 / 7.16 eV. The maximum force is 1.94 eV Å⁻¹.

Last column: Löwdin charge in e.
Element x y z (Å)
C: -0.744 1.042 -1.339  -0.351
C: 1.622 0.805 -0.182  -0.255
C: 0.642 0.998 -1.359  -0.228
C: -0.429 -1.398 2.319  -0.156
C: 1.023 0.263 1.100  -0.277
C: 0.064 -0.917 0.981  -0.296
C: -1.581 0.380 -2.410  -0.260
H: -0.582 -0.536 2.979  0.062
H: 2.394 0.178 -0.642  0.080
H: 1.688 -0.023 1.901  0.085
H: 0.478 1.033 1.660  0.095
H: -1.302 1.407 -0.480  0.014
H: -1.380 -1.931 2.262  0.053
H: 2.056 1.771 0.118  0.071
H: -0.999 -0.395 -2.929  0.039
H: -1.857 1.076 -3.204  0.030
H: 0.257 -2.059 2.852  0.058
H: -2.512 -0.044 -2.021  0.013
H: 1.121 0.697 -2.290  0.036
H: 0.706 -1.649 0.473  0.107
H: -0.665 -0.697 0.210  0.079